(1)
C45H46BrCl5N10O4Sr as an isolated structure in a non-equilibrium geometry. Source: OMol25; level of theory: wB97M-V/def2-TZVPD.

Each line ends with the Löwdin charge.
Geometry (Å):
C -3.295 -0.993 -5.993  -0.73
H -0.487 7.218 -0.210  0.06
H -1.665 -5.594 -3.195  0.07
H 0.928 6.646 0.672  0.07
C -2.467 4.857 0.703  -0.07
C 1.980 -1.048 4.665  -0.02
N -0.106 2.464 1.012  0.14
H -2.908 1.406 0.508  0.10
Sr -0.336 -0.797 -0.927  1.31
H -4.923 2.617 1.137  0.07
H 1.122 0.836 1.996  0.07
H 1.441 5.100 -1.339  0.10
C 0.982 -1.993 4.513  -0.05
H -3.367 0.873 -2.069  0.10
H -2.244 4.299 1.614  0.07
C 2.076 -0.025 3.729  -0.19
H 2.185 4.641 0.870  0.08
C 4.415 -1.717 1.213  -0.06
O 1.735 2.975 -2.387  0.04
H 1.378 -3.182 1.022  0.09
C -3.241 -1.761 1.004  -0.71
C 5.175 0.043 4.718  -0.27
H 1.770 -6.790 -0.452  0.09
C -1.415 -4.629 -2.766  0.03
C 3.410 -2.633 1.493  -0.05
H 2.273 2.916 1.266  0.06
C -0.592 -7.105 -1.568  -0.05
H 1.127 7.494 -0.865  0.08
C 7.051 -0.672 5.984  -0.13
H -0.151 -7.895 -0.965  0.08
C -0.313 -4.657 -1.740  -0.52
C -0.396 2.050 -2.713  -0.20
C 0.448 5.452 -1.071  -0.22
C -1.581 -1.335 -4.336  -0.58
C 0.128 -1.896 3.424  -0.17
H -6.034 1.871 -0.009  0.09
H -2.217 5.902 0.889  0.06
Br -2.138 -3.317 0.951  0.85
H -2.297 -4.193 -2.293  0.09
H 2.408 3.443 -0.417  0.07
C 1.170 -5.895 -0.287  -0.04
N -1.369 1.363 -2.107  0.04
H 0.803 -5.911 0.745  0.10
H -3.542 4.798 0.519  0.07
C -5.564 1.751 0.969  -0.03
H -1.656 -7.062 -1.331  0.09
N 6.829 -1.941 5.643  0.08
C 2.693 0.486 -1.344  -0.45
C 1.916 3.637 0.537  0.00
C -1.947 -1.063 -5.643  -0.71
H 0.192 3.390 -4.261  0.12
N -2.654 -0.621 0.730  0.01
C -2.613 1.462 -2.583  -0.15
C 5.788 -2.138 4.843  -0.20
Cl -5.931 -1.095 -5.411  0.67
H -1.115 2.444 0.891  0.01
H -1.958 4.850 -1.397  0.12
C -5.353 -0.753 1.319  -0.02
N 0.190 -0.916 2.525  0.07
Cl -5.059 -1.650 -2.442  0.71
H -6.410 -0.815 1.548  0.12
H 5.601 -3.166 4.548  0.11
C 2.926 -0.644 -0.309  -0.18
H -0.476 -7.381 -2.617  0.09
H 6.457 1.388 5.823  0.11
H -6.353 1.767 1.720  0.08
H -5.000 -2.873 1.531  0.10
O -2.187 -1.693 -2.077  -0.34
Cl -3.762 -0.649 -7.617  0.65
O 0.202 -3.612 -1.347  -0.09
C -0.636 2.856 -3.819  0.01
H -0.645 -2.641 3.268  0.05
C 3.052 1.074 3.768  -0.02
C 1.055 1.978 -2.193  -0.47
N 0.084 -5.857 -1.249  -0.14
C -4.584 -1.901 1.315  -0.10
C 0.505 6.778 -0.325  -0.07
C 0.424 3.476 0.415  -0.44
C 6.254 0.365 5.541  -0.01
Cl -0.736 -0.798 -6.840  0.69
H 3.554 -3.427 2.214  0.11
H -1.108 -3.947 -3.556  0.07
H 2.659 2.006 3.373  0.10
Cl 0.108 -1.379 -3.886  0.74
N 4.952 -1.228 4.362  0.13
H 5.368 -1.783 1.720  0.10
H -3.961 2.258 -4.042  0.11
N -0.247 4.395 -0.344  -0.07
C 1.128 0.013 2.704  -0.10
H -1.971 3.268 -0.676  0.08
H -2.137 3.534 -5.194  0.11
C -3.414 0.476 0.747  -0.09
H 2.663 -1.099 5.501  0.11
H 0.860 -2.800 5.223  0.10
C -1.925 2.936 -4.317  -0.04
H 4.932 0.006 0.012  0.12
H 7.898 -0.482 6.634  0.11
C -2.525 -1.533 -3.293  -0.57
H 1.795 -5.017 -0.418  0.07
C -1.690 4.309 -0.489  -0.22
H 4.804 2.088 4.167  0.11
C -4.772 0.478 1.026  -0.24
O 3.694 0.924 -1.878  0.08
N 1.959 -1.516 -0.025  0.00
C -3.883 -1.469 -3.699  -0.62
C 2.198 -2.498 0.844  -0.16
C 4.315 1.120 4.201  -0.03
C -4.257 -1.200 -5.005  -0.71
H -0.074 5.580 -2.023  0.12
C 4.179 -0.718 0.288  0.01
C -2.941 2.232 -3.683  -0.04
N 1.385 0.826 -1.558  -0.02

total energy = -7496.8229 Eh
Kohn-Sham gap = 7.3 eV
HOMO = -7.560 eV
net charge = 0
strongest force on any atom = 0.0288 Eh/bohr

---

(2)
C45H46BrClN2O2PRuTe as an isolated structure in a non-equilibrium geometry. Source: OMol25; level of theory: wB97M-V/def2-TZVPD.

Each line ends with the Mulliken spin population.
Geometry (Å):
H 2.105 0.992 -3.741  0.00
C 4.775 -1.545 2.340  0.01
C 2.362 -4.345 -4.294  0.01
N -0.616 3.455 -2.309  0.01
H -2.262 -4.030 3.286  0.00
C 2.553 -0.559 2.566  -0.15
C -4.031 -2.182 -1.547  0.01
H -3.224 4.651 3.091  0.00
H -2.255 1.615 -5.991  0.00
H -0.574 -4.986 0.332  0.00
H 0.205 -6.622 2.205  0.00
C -0.997 -2.922 2.251  0.00
C 0.882 6.393 2.420  0.00
H -5.041 -2.517 -1.342  0.00
C 2.076 -3.238 -5.078  0.00
C -2.183 -0.736 -1.053  0.13
C 1.053 1.971 -5.337  0.00
C 0.634 -4.606 2.743  0.00
C -0.053 5.360 2.375  0.00
H -4.038 -0.720 0.026  0.00
C 1.364 -0.011 2.010  0.71
C -1.212 0.639 -4.391  0.01
H -0.429 4.410 -4.164  0.00
C -1.301 1.482 -5.494  0.00
C 0.667 7.496 3.230  0.00
Cl 1.138 -3.201 -0.686  0.09
H 1.242 -1.271 -5.148  0.00
H -0.253 2.790 -6.832  0.00
C 3.814 -1.297 4.533  0.02
H 1.268 -4.388 1.880  0.00
H 5.600 -1.853 1.708  0.00
H -0.420 -3.419 4.248  0.00
H 1.382 8.310 3.240  0.00
H 1.286 -4.995 3.525  0.00
H 3.858 -1.437 5.609  0.00
H -2.735 -4.056 0.396  0.00
H 2.825 -5.221 -4.730  0.00
H -2.556 4.134 -1.861  0.00
C -2.006 -2.346 -2.843  -0.01
C 0.036 -3.264 3.270  -0.01
H -2.400 3.211 -3.366  0.00
C -1.442 -1.320 -2.083  -0.06
C 2.068 -4.329 -2.938  0.00
H 1.933 2.480 -5.709  0.00
C -1.403 6.537 3.984  0.00
C 1.462 -3.209 -2.404  -0.01
Br 3.547 -0.778 -0.086  0.15
C 0.152 4.165 1.473  0.00
H -0.345 0.655 4.862  0.00
C 4.848 -1.705 3.740  -0.01
H -1.039 -5.915 3.208  0.00
C -1.209 -5.467 1.075  0.00
H -1.437 -2.808 -3.642  0.00
C 0.354 0.424 2.830  -0.02
N -2.157 -3.612 2.377  0.00
C 1.595 -0.225 4.787  0.05
Ru 0.597 -0.682 0.115  3.63
O -0.777 -2.211 1.256  0.15
C 1.108 -2.103 -3.173  0.01
H 1.005 4.516 -3.129  0.00
C 1.148 1.138 -4.235  0.02
C -0.377 -5.714 2.357  0.00
C -2.455 -4.586 1.302  0.00
C -1.199 5.430 3.162  0.00
C 1.459 -2.126 -4.522  0.01
H -2.301 6.594 4.591  0.00
H -0.544 0.862 2.416  -0.04
C 3.653 -0.997 1.804  -0.09
C 2.660 -0.694 3.975  0.03
C -3.299 -2.768 -2.577  0.01
C 0.181 2.704 -1.567  0.02
H 0.891 3.470 1.878  0.00
H 5.739 -2.139 4.179  0.00
C -0.476 7.568 4.014  0.00
H -2.095 3.660 3.993  0.00
C -2.196 4.295 3.113  0.00
H -2.334 2.379 -1.797  0.00
H 0.814 -2.509 3.341  0.00
H 2.330 -3.240 -6.130  0.00
H -0.650 8.436 4.639  0.00
H 1.704 -0.285 5.866  0.00
Te -1.734 3.155 1.355  0.01
H -3.741 -3.554 -3.177  0.00
C -0.083 4.532 -3.138  0.00
C 0.469 0.314 4.234  0.02
C 0.016 0.456 -3.769  0.06
P 0.241 -0.694 -2.393  0.07
H 0.482 4.461 0.478  0.00
H -3.304 -5.181 1.629  0.00
H -0.430 5.496 -2.767  0.00
O -0.193 1.830 -0.758  0.17
H 1.778 6.334 1.809  0.00
C -0.176 2.142 -5.967  0.01
H -1.783 0.100 -0.484  -0.04
H 2.312 -5.172 -2.302  0.00
H -1.520 -6.427 0.662  0.00
C -3.473 -1.172 -0.780  0.04
C -2.067 3.283 -2.330  0.00
H -2.095 0.125 -4.033  0.00
H 1.245 2.937 -1.689  0.00

expectation value of S² = 8.7631
total energy = -5740.2464 Eh
Kohn-Sham gap (alpha / beta) = 7.2 / 4.3 eV
HOMO (alpha / beta) = -11.793 / -11.792 eV
2S+1 = 6
net charge = +2
strongest force on any atom = 0.0212 Eh/bohr

---

(3)
C45H47ClN6O8PZr as an isolated structure. Source: OMol25; level of theory: wB97M-V/def2-TZVPD.

Each line ends with the Löwdin charge.
Geometry (Å):
P 1.606 -1.168 3.250  1.12
C -0.454 1.715 -6.258  -0.25
C 1.411 0.444 -7.139  -0.09
H 0.696 -5.057 6.087  0.11
C -1.121 3.035 -5.953  -0.12
C -0.172 2.110 2.640  -0.60
H 4.005 -2.229 4.667  0.11
C -1.704 3.181 -4.541  -0.11
Cl 1.533 -2.258 -7.115  0.66
C 0.763 -0.730 -6.804  -0.67
H -0.442 3.854 -6.203  0.11
C 4.917 0.867 5.685  -0.07
H -2.559 3.859 -4.612  0.13
H 1.526 -6.730 4.464  0.11
C 3.732 -0.322 -0.183  -0.05
C 3.423 -0.503 1.160  -0.04
O -0.030 1.100 1.764  -0.28
H 5.755 -1.088 5.961  0.11
C -4.017 -3.754 -0.736  -0.04
N -2.524 -1.861 0.661  -0.08
H 1.081 4.915 -1.882  0.10
C -1.094 0.513 -5.960  -0.05
C -1.551 2.116 -0.309  -0.11
O -3.587 0.052 2.045  -0.02
C -4.387 -0.702 1.476  -0.42
H -0.122 1.167 -3.670  0.07
C 3.888 1.608 5.120  -0.06
H 1.304 2.574 -7.133  0.12
H 2.096 1.553 3.963  0.09
C 1.154 3.828 -1.855  -0.03
H -1.960 3.146 -6.645  0.13
N -1.446 0.381 3.806  -0.17
C -3.891 -1.833 0.666  -0.26
O 0.072 -1.933 0.936  -0.18
H 0.717 3.473 -0.923  0.07
H -5.863 0.231 2.142  0.16
H -4.606 -4.463 -1.300  0.11
C 1.602 -1.249 -0.816  0.01
C 2.829 -0.694 -1.167  -0.05
O 0.207 3.228 2.411  0.10
O -2.876 0.684 5.586  0.08
H 4.683 0.111 -0.458  0.11
H 0.789 -2.662 5.551  0.11
H -0.999 -1.635 -5.996  0.11
C 2.891 0.965 4.403  -0.09
C -0.523 -2.964 0.126  -0.33
H 0.885 -1.552 -1.567  0.13
H 4.127 -0.199 1.923  0.11
C 0.508 1.665 -2.937  -0.01
H -2.125 2.228 -4.227  0.08
H 2.211 3.567 -1.806  0.09
H 3.853 2.682 5.241  0.11
H -0.430 5.352 -4.481  0.09
C 0.793 1.656 -6.866  -0.05
H -3.836 -1.528 4.333  0.12
C -0.884 3.780 -3.381  -0.42
H 1.519 1.273 -3.067  0.08
C 1.341 -1.412 0.523  -0.28
C -2.383 -0.006 4.718  -0.55
C 1.674 -2.954 3.608  -0.38
C 2.156 -3.903 2.708  -0.09
H 1.201 3.016 -5.197  0.03
H -2.622 -1.977 5.523  0.13
O -5.685 -0.543 1.581  0.20
H -0.246 1.846 4.760  0.14
C -2.624 0.530 -1.196  -0.16
C 1.096 -4.738 5.134  -0.07
H 1.543 4.594 -4.458  0.10
O -0.766 5.196 -3.593  -0.01
C 4.954 -0.511 5.522  -0.07
H 3.070 -0.558 -2.211  0.11
N -2.713 1.504 -2.063  0.15
C -1.860 -2.896 0.011  -0.21
C -2.676 -3.851 -0.734  0.02
H -1.726 2.471 4.061  0.14
C -1.802 3.800 -2.137  -0.02
C 1.147 -3.387 4.825  -0.12
H 0.570 -4.526 0.295  0.12
H -2.775 4.197 -2.418  0.14
C 1.476 3.522 -4.274  -0.03
H -0.949 2.737 0.334  0.12
H 0.185 1.359 -1.941  0.06
H 2.481 3.185 -4.018  0.10
C -2.773 -1.470 4.569  -0.12
H -2.493 -2.906 3.090  0.11
H -2.079 0.521 -5.510  0.12
H 2.486 -5.984 2.314  0.11
H -1.373 4.457 -1.382  0.14
H -2.174 -4.631 -1.289  0.12
N -1.905 0.850 -0.084  0.00
C 3.965 -1.154 4.793  -0.08
Zr -1.356 -0.436 1.875  1.87
H 5.690 1.363 6.255  0.11
H 2.384 0.409 -7.607  0.11
C -4.687 -2.710 0.010  0.01
C 2.925 -0.419 4.233  -0.38
H -5.762 -2.629 0.044  0.12
C 2.210 -1.069 1.541  -0.31
N -1.996 -2.108 3.477  -0.03
C -0.929 1.735 3.910  -0.11
C 1.562 -5.677 4.224  -0.07
C 0.536 3.191 -3.107  -0.47
H -3.060 -0.439 -1.363  0.12
O 0.340 -3.872 -0.381  0.09
N -2.023 2.513 -1.479  -0.07
C 2.095 -5.257 3.013  -0.07
H -1.126 -2.475 3.867  0.07
H 2.598 -3.583 1.772  0.11
C -0.497 -0.707 -6.226  -0.10

total energy = -3522.0770 Eh
Kohn-Sham gap = 6.5 eV
HOMO = -9.820 eV
net charge = +1
strongest force on any atom = 0.0132 Eh/bohr

---

> Number 1 is which compound?

C45H46BrCl5N10O4Sr

---

> strongest force on any atom of number 2 (C45H46BrClN2O2PRuTe)?

0.0212 Eh/bohr

---

> net charge of number 2 (C45H46BrClN2O2PRuTe)?

+2